No. 1
{
  "formula": "C6H24Al2N12O10P",
  "method": "ωB97M-V/def2-TZVPD",
  "species": ["Al", "Al", "P", "O", "O", "O", "O", "C", "O", "N", "N", "H", "H", "H", "H", "C", "O", "N", "N", "H", "H", "H", "H", "C", "O", "N", "N", "H", "H", "H", "H", "C", "O", "N", "N", "H", "H", "H", "H", "C", "O", "N", "N", "H", "H", "H", "H", "C", "O", "N", "N", "H", "H", "H", "H"],
  "xyz": [[0.339, -2.742, -6.742], [-6.443, -3.309, -2.327], [-1.369, -0.712, -1.509], [-2.802, -0.212, -1.412], [-0.651, 0.053, -2.628], [-1.456, -2.170, -2.036], [-0.717, -0.652, -0.100], [1.718, 4.361, 2.263], [2.101, 5.337, 2.800], [1.181, 4.302, 1.077], [1.788, 3.175, 2.723], [1.141, 5.204, 0.624], [0.818, 3.392, 0.832], [1.319, 2.491, 2.146], [2.140, 3.101, 3.667], [-5.211, 4.540, -3.549], [-5.807, 5.485, -4.018], [-4.430, 3.755, -4.219], [-5.351, 4.041, -2.390], [-3.952, 2.992, -3.761], [-4.234, 4.098, -5.148], [-5.955, 4.405, -1.666], [-4.795, 3.243, -2.119], [4.299, -3.287, 0.414], [5.461, -3.332, 0.618], [3.622, -3.424, -0.653], [3.598, -2.813, 1.370], [4.163, -3.654, -1.475], [2.744, -2.925, -0.673], [4.109, -2.424, 2.149], [2.614, -2.665, 1.196], [-1.106, -6.698, 1.092], [-0.767, -7.737, 1.622], [-1.389, -5.616, 1.783], [-1.353, -6.562, -0.107], [-1.333, -5.801, 2.774], [-1.059, -4.724, 1.443], [-1.190, -5.647, -0.503], [-0.949, -7.373, -0.555], [-2.483, -1.054, 5.751], [-2.775, -1.059, 6.960], [-3.271, -0.947, 4.754], [-1.287, -0.784, 5.347], [-4.233, -1.151, 4.986], [-2.831, -0.894, 3.846], [-1.207, -0.721, 4.342], [-0.685, -0.300, 5.997], [5.104, 3.638, -3.295], [6.000, 4.344, -3.627], [4.043, 3.504, -4.049], [5.084, 3.168, -2.084], [3.305, 2.883, -3.750], [4.216, 4.011, -4.905], [4.250, 2.715, -1.739], [5.933, 3.152, -1.537]],
  "forces_ev_per_angstrom": [[0.027, 0.022, -0.059], [-0.052, 0.030, 0.051], [0.305, -0.927, 0.670], [-0.090, 0.714, 0.139], [-0.316, -0.331, 0.480], [0.775, 0.514, 0.344], [-0.691, -0.203, -1.731], [0.078, 0.514, -1.126], [1.142, 3.686, 1.962], [-1.081, 1.316, -3.194], [0.778, -4.500, 2.970], [-0.635, -0.524, -0.784], [-0.498, 1.085, -1.136], [0.419, -0.718, 1.390], [-0.224, -0.851, -0.091], [-1.079, 1.103, -1.352], [-0.632, 1.401, -0.526], [2.821, -1.181, -3.933], [-1.355, -1.427, 6.877], [0.071, 0.235, -0.757], [0.499, -0.643, -0.004], [0.054, 0.256, -0.375], [-0.347, 0.265, 0.112], [1.138, 1.021, 1.516], [5.201, -1.274, -0.728], [-1.923, -1.528, -5.290], [-3.808, 1.814, 4.605], [-0.552, 0.098, -0.219], [0.282, -0.349, -0.837], [-0.513, -0.159, 0.161], [0.160, 0.418, 0.826], [0.548, -1.589, 5.978], [0.395, -1.113, 0.661], [-0.278, 2.670, 3.365], [-0.191, -0.405, -8.779], [0.163, 0.561, 0.168], [-0.161, -0.003, 0.276], [-0.279, -0.240, -0.440], [-0.190, 0.162, -1.228], [-0.017, 1.447, 4.514], [-0.383, -0.629, -0.674], [-4.490, -1.105, -2.388], [4.999, 0.097, -0.570], [-0.197, 0.015, -1.008], [-1.320, -0.042, -0.059], [1.024, 0.553, 0.540], [0.376, -0.312, -0.336], [-1.082, 0.401, 0.398], [3.739, 2.203, -1.563], [-1.194, -0.497, -1.017], [-0.300, -2.180, 3.333], [-0.093, 0.310, -0.974], [-1.182, -0.389, -0.381], [0.324, 0.101, 0.286], [-0.163, 0.107, -0.066]],
  "charge": 3,
  "homo_lumo_gap_ev": 1.198,
  "de_lowest_kcal_mol": 62.2,
  "e_lumo_ev": -14.17
}

=====

No. 2
{
  "formula": "C6H24ClO10",
  "method": "ωB97M-V/def2-TZVPD",
  "species": ["Cl", "O", "O", "O", "O", "C", "O", "H", "H", "H", "H", "C", "O", "H", "H", "H", "H", "C", "O", "H", "H", "H", "H", "C", "O", "H", "H", "H", "H", "C", "O", "H", "H", "H", "H", "C", "O", "H", "H", "H", "H"],
  "xyz": [[19.836, 10.253, -5.688], [19.548, 9.455, -6.804], [21.250, 10.453, -5.625], [19.110, 11.455, -5.884], [19.365, 9.651, -4.440], [22.699, 9.155, -7.104], [21.729, 8.332, -6.514], [22.275, 10.145, -7.275], [23.670, 9.101, -6.611], [23.085, 8.702, -8.018], [20.889, 8.562, -6.919], [17.262, 12.394, -5.894], [18.010, 13.422, -6.260], [16.260, 12.782, -5.709], [16.995, 11.702, -6.693], [17.627, 11.942, -4.972], [18.810, 12.924, -6.442], [17.729, 9.818, -3.051], [18.066, 11.170, -3.158], [16.995, 9.621, -2.269], [17.216, 9.631, -3.995], [18.497, 9.062, -2.887], [18.735, 11.253, -3.842], [21.109, 11.522, -3.100], [20.764, 10.145, -3.197], [20.608, 12.218, -3.774], [20.999, 11.793, -2.050], [22.180, 11.571, -3.297], [20.510, 9.916, -4.093], [20.769, 12.950, -7.041], [20.743, 14.339, -6.559], [19.811, 12.437, -6.961], [21.160, 12.818, -8.050], [21.460, 12.387, -6.414], [20.107, 14.800, -7.110], [19.056, 7.135, -6.195], [17.956, 8.156, -6.269], [19.534, 6.794, -7.114], [19.850, 7.443, -5.514], [18.560, 6.222, -5.866], [18.367, 9.018, -6.371]],
  "forces_ev_per_angstrom": [[1.079, 1.649, 0.313], [2.157, 1.223, -3.710], [-1.258, 1.197, 0.683], [2.028, -2.712, 1.490], [-3.316, -2.008, -8.392], [0.724, -1.031, -1.122], [1.533, -1.453, -0.236], [0.951, -0.067, -0.215], [-0.419, 0.693, 1.234], [-0.652, 0.023, -0.980], [0.250, -0.368, -0.182], [-6.168, -0.698, 1.852], [1.753, 2.479, -1.474], [-0.428, 0.385, 0.521], [0.587, -0.659, -0.154], [-1.637, 0.200, -0.486], [-0.051, 1.989, 0.042], [-2.282, -0.676, 0.096], [0.024, 0.871, 1.890], [-0.172, 0.800, 0.356], [-0.209, -1.052, 0.128], [0.005, 0.497, 0.343], [-0.196, 0.023, 0.688], [1.288, -1.522, 0.856], [4.202, 2.349, 5.195], [-0.371, -0.022, 0.033], [-0.382, 0.368, -0.102], [0.288, 0.568, -0.260], [2.980, -0.190, 3.149], [1.042, 1.142, -0.053], [0.281, -1.422, -0.781], [1.900, 0.805, -1.369], [-0.001, 0.548, -0.359], [-0.162, 0.517, 0.146], [-0.191, 0.069, 0.080], [-2.120, 0.566, 0.475], [-1.123, -4.367, 0.536], [-0.154, 0.788, -0.639], [-0.304, -0.241, 0.165], [-0.009, 0.137, 0.510], [-1.465, -1.398, -0.267]],
  "charge": -1,
  "homo_lumo_gap_ev": 8.715,
  "de_lowest_kcal_mol": 242.5,
  "e_lumo_ev": 3.14
}

=====

No. 3
{
  "formula": "C6H24F3HfN12O6",
  "method": "ωB97M-V/def2-TZVPD",
  "species": ["Hf", "F", "F", "F", "C", "O", "N", "N", "H", "H", "H", "H", "C", "O", "N", "N", "H", "H", "H", "H", "C", "O", "N", "N", "H", "H", "H", "H", "C", "O", "N", "N", "H", "H", "H", "H", "C", "O", "N", "N", "H", "H", "H", "H", "C", "O", "N", "N", "H", "H", "H", "H"],
  "xyz": [[0.025, 0.130, 0.252], [-0.135, 2.276, 1.328], [-0.724, -0.938, -1.716], [1.357, -0.547, 2.064], [0.004, 1.911, -2.821], [0.196, 1.604, -1.661], [0.220, 1.056, -3.821], [-0.276, 3.081, -3.353], [0.163, 1.383, -4.775], [0.098, 0.111, -3.487], [-0.678, 3.109, -4.279], [-0.178, 3.878, -2.740], [2.729, -2.069, -0.598], [1.799, -1.269, -0.496], [3.357, -2.565, 0.389], [3.386, -2.400, -1.725], [4.199, -3.115, 0.295], [3.039, -2.268, 1.301], [4.175, -3.026, -1.656], [2.850, -2.017, -2.491], [-2.211, 0.054, 2.936], [-1.609, -0.254, 1.918], [-1.762, 0.747, 3.941], [-3.494, -0.121, 3.103], [-0.809, 1.041, 3.783], [-2.447, 1.064, 4.613], [-4.200, -0.553, 2.525], [-3.940, 0.224, 3.941], [-0.591, -3.224, 1.529], [-0.443, -2.250, 0.789], [-1.718, -3.369, 2.109], [0.212, -4.228, 1.699], [-2.305, -2.591, 1.842], [-2.055, -4.049, 2.774], [-0.067, -4.930, 2.369], [1.152, -4.220, 1.330], [3.267, 1.657, -0.313], [2.155, 1.211, -0.113], [3.628, 2.902, -0.379], [4.260, 1.045, -0.828], [2.820, 3.501, -0.470], [4.573, 3.203, -0.193], [5.057, 1.634, -1.024], [4.140, 0.101, -1.167], [-3.156, 1.465, -0.680], [-2.118, 0.988, -0.257], [-4.161, 1.605, 0.124], [-3.444, 1.900, -1.899], [-5.024, 1.977, -0.246], [-4.121, 1.199, 1.048], [-2.775, 2.050, -2.641], [-4.416, 1.897, -2.174]],
  "forces_ev_per_angstrom": [[0.948, 0.135, 0.904], [0.087, -2.965, -1.272], [0.916, 1.265, 2.103], [-1.668, 0.910, -1.953], [1.235, -1.723, -1.384], [-0.351, 0.542, 1.750], [-0.007, -1.936, -0.057], [-0.853, 3.195, 0.984], [-0.008, -0.733, 0.252], [0.005, -0.646, -0.629], [0.258, 0.548, 0.447], [-0.479, 0.246, -0.473], [-0.364, 1.753, -1.597], [-0.582, -0.305, -1.169], [1.254, -1.825, 5.576], [-1.516, 1.198, -1.487], [-0.367, 0.212, 0.247], [0.160, 0.021, 0.279], [-0.474, 0.227, -1.023], [0.947, -0.782, -0.977], [0.372, 0.976, -1.202], [0.941, -0.729, -0.908], [2.340, 0.657, 1.079], [-5.400, -1.292, 0.220], [0.073, 0.661, 0.787], [1.171, 0.405, 0.114], [0.926, -0.283, -0.487], [0.262, -0.149, -0.117], [1.107, 1.636, -2.035], [1.209, 0.791, -1.043], [-5.346, 0.824, 2.147], [3.029, -2.286, 0.270], [-0.447, -0.269, 0.499], [0.417, 0.104, -0.309], [0.496, 0.017, -0.310], [-0.261, 0.008, 0.170], [-1.935, -0.557, -0.820], [-1.425, -0.176, 0.903], [-1.801, 5.796, 1.447], [3.815, -5.229, -1.354], [0.623, 0.826, 0.743], [-0.668, 0.372, -0.094], [-0.053, -1.194, -0.600], [0.610, 0.007, 0.261], [1.608, -0.558, -0.097], [2.004, -0.442, -0.231], [-3.269, 0.163, 2.320], [-0.022, 0.624, -2.616], [0.087, -0.061, 0.626], [-0.024, 0.227, -0.252], [0.061, -0.389, 0.457], [0.359, 0.183, -0.088]],
  "charge": 1,
  "homo_lumo_gap_ev": 10.145,
  "de_lowest_kcal_mol": 137.3,
  "e_lumo_ev": -1.76
}

=====

No. 4
{
  "formula": "C6H24FN12O6Tl",
  "method": "ωB97M-V/def2-TZVPD",
  "species": ["Tl", "F", "C", "O", "N", "N", "H", "H", "H", "H", "C", "O", "N", "N", "H", "H", "H", "H", "C", "O", "N", "N", "H", "H", "H", "H", "C", "O", "N", "N", "H", "H", "H", "H", "C", "O", "N", "N", "H", "H", "H", "H", "C", "O", "N", "N", "H", "H", "H", "H"],
  "xyz": [[9.247, -16.721, -17.129], [10.730, -18.632, -18.893], [9.828, -20.671, -16.246], [9.321, -19.587, -16.040], [9.967, -21.654, -15.266], [10.627, -20.934, -17.327], [9.740, -21.227, -14.374], [9.612, -22.595, -15.359], [11.133, -21.800, -17.401], [10.783, -20.132, -17.936], [8.709, -16.422, -20.844], [8.229, -16.259, -19.724], [8.337, -15.750, -21.961], [9.728, -17.343, -21.054], [8.786, -15.964, -22.830], [7.520, -15.178, -21.820], [10.178, -17.359, -21.956], [10.098, -17.867, -20.259], [14.211, -19.927, -20.634], [14.707, -18.942, -20.065], [14.999, -20.840, -21.266], [12.903, -20.273, -20.621], [14.567, -21.468, -21.917], [15.996, -20.750, -21.179], [12.564, -21.103, -21.072], [12.195, -19.686, -20.195], [13.171, -17.803, -16.519], [12.087, -17.430, -16.083], [13.374, -18.703, -17.526], [14.321, -17.298, -15.990], [12.576, -18.943, -18.117], [14.270, -19.112, -17.738], [15.246, -17.663, -16.133], [14.097, -16.672, -15.228], [7.369, -19.576, -19.409], [7.174, -18.733, -18.541], [8.595, -20.064, -19.790], [6.326, -20.183, -20.035], [8.580, -20.697, -20.572], [9.456, -19.720, -19.381], [6.473, -20.818, -20.798], [5.393, -19.867, -19.833], [13.590, -15.344, -20.187], [13.293, -14.165, -20.167], [12.556, -16.283, -20.042], [14.805, -15.905, -20.328], [11.653, -15.837, -19.967], [12.867, -17.147, -19.609], [15.618, -15.340, -20.515], [14.850, -16.898, -20.148]],
  "forces_ev_per_angstrom": [[-0.006, -0.678, -0.075], [0.323, -0.174, -0.200], [1.657, -0.588, 0.597], [-0.345, 0.131, -0.305], [-0.597, 0.753, 0.670], [-0.763, 0.572, -0.501], [-0.198, -0.413, 0.081], [0.054, 0.004, -0.312], [0.013, -0.018, 0.004], [0.080, -0.056, -0.256], [0.491, -0.151, -0.664], [0.185, -0.103, 0.024], [-0.024, -0.459, 1.512], [-0.311, 0.465, 0.027], [-0.456, 0.361, -0.374], [0.069, 0.245, -0.692], [0.150, -0.271, 0.032], [0.254, -0.171, 0.294], [1.237, -0.809, -0.169], [-0.878, 0.104, 0.130], [-0.506, 0.565, 0.288], [-1.030, 0.608, 0.282], [0.438, -0.268, -0.077], [0.017, 0.004, -0.307], [0.217, -0.086, -0.016], [0.259, 0.151, -0.086], [1.033, 0.212, 0.497], [-0.292, -0.230, -0.733], [-1.095, -0.154, -0.664], [-0.940, 0.292, 0.233], [0.156, 0.079, 0.436], [0.023, 0.172, -0.031], [0.017, -0.043, 0.086], [0.678, 0.004, 0.107], [-1.347, -0.563, 0.117], [1.026, 0.303, 0.168], [-0.298, 0.236, -0.091], [0.345, 0.110, -0.162], [0.445, -0.104, -0.006], [0.223, 0.401, 0.095], [-0.244, -0.054, -0.020], [-0.004, 0.031, 0.011], [-0.181, 0.456, -0.384], [0.266, -0.110, -0.014], [0.825, 0.160, -0.188], [-0.569, -0.012, 0.088], [-0.093, -0.490, 0.464], [-0.937, -0.193, 0.176], [0.012, -0.003, 0.171], [0.620, -0.217, -0.267]],
  "charge": 2,
  "homo_lumo_gap_ev": 2.638,
  "de_lowest_kcal_mol": 14.8,
  "e_lumo_ev": -12.42
}